{"formula": "C32H21I2N4O6S2W", "method": "the ωB97M-V functional and the def2-TZVPD basis", "largest_force_ev_per_a": 0.63, "homo_lumo_gap_ev": 6.55, "spin_multiplicity": 1, "total_charge": 1, "e_homo_ev": -10.90, "symbols": ["W", "C", "C", "N", "N", "C", "S", "S", "C", "C", "C", "C", "C", "C", "C", "C", "C", "C", "C", "C", "C", "O", "H", "H", "H", "H", "H", "H", "H", "H", "H", "H", "H", "H", "H", "H", "O", "C", "O", "C", "C", "C", "C", "C", "N", "C", "O", "O", "H", "H", "H", "I", "C", "C", "C", "I", "C", "C", "C", "C", "N", "C", "C", "O", "H", "H", "H", "H"], "coordinates": [[-0.0026, -0.3542, -0.1794], [2.2006, -1.3753, -4.6481], [2.0024, -1.4488, -3.1674], [2.0965, -0.3389, -2.5321], [1.9057, -0.4393, -1.1518], [2.7135, -1.0928, -0.3628], [1.8786, -1.4876, 1.0903], [4.3456, -1.4301, -0.7884], [4.9445, -2.3539, 0.6617], [5.2548, -1.4895, 1.8554], [6.2198, -0.4894, 1.7626], [6.5186, 0.2999, 2.8605], [5.8593, 0.0929, 4.0664], [4.9083, -0.9090, 4.1687], [4.6075, -1.6979, 3.0658], [1.7594, -2.7818, -2.5483], [2.5263, -3.8689, -2.9738], [2.3790, -5.1210, -2.4082], [1.4359, -5.3215, -1.4078], [0.6476, -4.2702, -0.9813], [0.8089, -3.0107, -1.5460], [-0.0215, -2.0253, -1.1247], [2.2682, -0.3349, -4.9534], [1.3745, -1.8644, -5.1655], [3.1179, -1.8885, -4.9409], [5.8536, -2.8158, 0.2722], [4.2413, -3.1547, 0.8905], [6.7359, -0.3235, 0.8234], [7.2728, 1.0720, 2.7796], [6.0950, 0.7069, 4.9255], [4.3982, -1.0811, 5.1072], [3.8666, -2.4834, 3.1520], [3.2674, -3.7218, -3.7475], [2.9952, -5.9417, -2.7487], [1.3114, -6.2999, -0.9637], [-0.0958, -4.4011, -0.2054], [-2.4708, -2.6059, 2.1167], [-2.0621, -1.8477, 1.2944], [-0.9386, -1.1284, 1.3856], [-2.7573, -1.5741, -0.0196], [-3.9604, -2.0743, -0.4762], [-4.3670, -1.7137, -1.7580], [-3.5764, -0.8836, -2.5488], [-2.3886, -0.4285, -2.0135], [-2.0379, -0.7698, -0.7838], [-1.3447, 0.4513, -2.6604], [-1.4180, 0.8684, -3.7729], [-0.3440, 0.6948, -1.8038], [-4.5439, -2.7296, 0.1550], [-5.3021, -2.0924, -2.1486], [-3.8573, -0.5972, -3.5526], [3.3654, 2.7259, 1.7876], [1.3715, 3.2221, 1.5669], [0.8901, 4.5129, 1.8931], [-0.4304, 4.8384, 1.7545], [-1.0455, 6.7635, 2.2576], [-1.3696, 3.8786, 1.2749], [-2.7474, 4.0841, 1.0730], [-3.5164, 3.0545, 0.5997], [-2.9237, 1.8155, 0.3205], [-1.6399, 1.5786, 0.4904], [-0.8789, 2.5995, 0.9563], [0.4858, 2.2947, 1.1028], [0.8276, 1.0452, 0.7739], [1.5933, 5.2476, 2.2598], [-3.1852, 5.0488, 1.2915], [-4.5769, 3.1787, 0.4357], [-3.5441, 1.0038, -0.0391]], "lowdin_charge": [1.899, -0.003, -0.282, 0.112, -0.267, -0.998, 0.824, 1.020, -0.400, -0.315, -0.062, -0.088, -0.087, -0.069, -0.076, -0.121, -0.021, -0.057, -0.051, 0.003, -0.298, -0.264, 0.091, 0.099, 0.086, 0.089, 0.079, 0.113, 0.108, 0.108, 0.109, 0.101, 0.117, 0.113, 0.115, 0.127, 0.180, -0.493, -0.225, -0.152, 0.062, 0.015, 0.062, -0.154, -0.026, -0.481, 0.182, -0.167, 0.140, 0.127, 0.140, 1.034, -0.628, -0.192, -0.649, 0.987, -0.187, -0.008, -0.011, -0.077, 0.092, -0.139, -0.353, -0.331, 0.087, 0.076, 0.118, 0.115]}